[1]
# C5H13NO2

2 unconnected molecules or ions with the total composition C5H13NO2 in a non-equilibrium geometry (ωB97M-V/def2-TZVPD, OMol25).

Atoms and positions in Å:
C  1.161  0.439  0.610
N  -0.125  0.035  0.730
C  -1.284  -1.561  -1.423
C  -2.002  -0.299  -0.904
C  -1.277  0.651  0.123
C  -2.277  0.932  1.294
O  1.616  1.207  -0.204
H  1.787  0.042  1.438
H  -0.428  -0.724  1.348
H  -1.126  -1.414  -2.491
H  -0.485  -1.862  -0.762
H  -2.068  -2.319  -1.416
H  -2.396  0.371  -1.713
H  -3.072  -0.412  -0.678
H  -1.020  1.524  -0.467
H  -3.181  1.300  0.816
H  -1.915  1.826  1.824
H  -2.370  0.159  2.052
H  4.398  -0.254  -0.087
H  3.120  -0.886  -0.804
O  3.730  -0.963  -0.061

The total charge is +1. As for the LUMO energy (spin up / spin down): -3.53 / -9.18 eV. The value obtained for the energy relative to the best compared isomer or geometry (same formula, charge and spin) is 50.4 kcal/mol. As for the spin multiplicity: 2. As for the highest occupied orbital energy (spin up / spin down): -14.753 / -14.739 eV.

Atomic partial charges in e from the natural (NBO) method, atoms 1 to 4: number 1, C, carries 0.46; number 2, N, carries -0.24; number 3, C, carries -0.63; number 4, C, carries -0.41

[2]
# C5H13NO2

3 unconnected molecules or ions with the total composition C5H13NO2 in a non-equilibrium geometry (ωB97M-V/def2-TZVPD, OMol25).

Atoms and positions in Å:
N  1.452  -1.047  1.066
C  0.159  -0.497  1.408
C  -2.483  -0.510  -0.974
C  -2.657  0.449  -0.013
C  -1.595  1.053  0.685
C  -0.162  0.684  0.476
H  2.029  -0.016  -1.626
H  1.933  -1.421  1.877
H  -0.622  -1.262  1.356
H  0.135  -0.074  2.424
H  -3.226  -1.190  -1.368
H  0.014  0.366  -0.558
H  -3.598  0.991  0.013
H  -1.953  1.988  1.119
H  0.515  1.508  0.700
H  1.804  -0.783  -3.032
H  -1.440  -0.780  -1.134
O  1.380  -0.430  -2.260
H  2.048  -0.370  0.540
H  3.602  0.567  -0.292
O  2.667  0.775  -0.408

The total charge is +1. As for the LUMO energy (spin up / spin down): -7.09 / -7.13 eV. The value obtained for the energy relative to the best compared isomer or geometry (same formula, charge and spin) is 100.4 kcal/mol. As for the spin multiplicity: 2. As for the highest occupied orbital energy (spin up / spin down): -13.638 / -13.135 eV.

Atomic partial charges in e from the natural (NBO) method, atoms 1 to 4: number 1, N, carries -0.71; number 2, C, carries -0.20; number 3, C, carries 0.02; number 4, C, carries -0.38

[3]
# C5H13NO3

A single C5H13NO3 molecule in a non-equilibrium geometry (ωB97M-V/def2-TZVPD, OMol25).

Atoms and positions in Å:
C  -0.075  -0.171  -0.067
C  -1.460  0.736  -0.798
C  0.551  1.005  0.581
C  1.960  0.442  1.314
C  -0.548  -1.276  0.855
N  0.715  -0.702  -1.127
O  -1.837  0.095  -1.991
O  -2.511  0.666  0.120
O  2.940  0.106  0.379
H  -1.594  -0.643  -2.557
H  -3.352  0.685  -0.359
H  2.530  -0.510  -0.250
H  -1.318  1.802  -1.080
H  0.384  -1.600  -1.458
H  0.754  -0.053  -1.911
H  0.882  1.745  -0.144
H  -0.080  1.417  1.362
H  2.338  1.290  1.889
H  1.749  -0.382  2.007
H  -1.399  -1.772  0.389
H  -0.864  -0.873  1.812
H  0.236  -2.009  1.034

As for the LUMO energy: 0.51 eV. The value obtained for the energy relative to the best compared isomer or geometry (same formula, charge and spin) is 58.8 kcal/mol. As for the structure (SMILES): C[C@](N)(CCO)C(O)O. As for the highest occupied orbital energy: -8.538 eV.

Atomic partial charges in e from the natural (NBO) method, atoms 1 to 4: number 1, C, carries 0.14; number 2, C, carries 0.38; number 3, C, carries -0.45; number 4, C, carries -0.06